Record 1
{
  "formula": "C7H8N2O2",
  "method": "ωB97M-V with the def2-TZVPD basis set",
  "gap_ha": 0.3444,
  "charge": 0,
  "fmax_ha_per_bohr": 0.0997,
  "energy_ha": -531.3980,
  "relative_energy_kcal_mol": 101.1,
  "mol_weight_g_mol": 152.153,
  "e_lumo_ev": 0.794,
  "species": ["C", "C", "C", "C", "C", "C", "C", "N", "N", "O", "O", "H", "H", "H", "H", "H", "H", "H", "H"],
  "xyz": [[-2.254, 0.305, 1.377], [-1.954, -0.725, 0.580], [-0.207, 0.607, 1.007], [0.682, 2.328, -1.514], [1.607, 1.437, -1.751], [1.295, 1.639, 0.419], [-0.041, -1.354, -0.672], [-1.174, 1.108, 1.681], [-0.590, -0.534, 0.326], [0.668, 2.697, -0.195], [2.068, 0.981, -0.466], [-3.178, 0.670, 1.734], [-2.545, -1.537, 0.249], [0.015, 2.845, -2.274], [2.107, 0.795, -2.511], [1.649, 2.081, 1.352], [1.046, -1.215, -0.795], [-0.289, -2.461, -0.479], [-0.522, -1.200, -1.585]],
  "nbo_charge": [-0.085, -0.129, 0.308, 0.042, -0.005, 0.413, -0.395, -0.504, -0.393, -0.461, -0.499, 0.201, 0.218, 0.232, 0.241, 0.204, 0.223, 0.197, 0.192]
}


Record 2
{
  "formula": "C7H8N2O2",
  "method": "ωB97M-V with the def2-TZVPD basis set",
  "gap_ha": 0.3503,
  "charge": 0,
  "fmax_ha_per_bohr": 0.3435,
  "smiles": "NNC(=O)c1ccccc1O",
  "energy_ha": -531.2921,
  "relative_energy_kcal_mol": 167.5,
  "mol_weight_g_mol": 152.153,
  "e_lumo_ev": 0.297,
  "species": ["C", "C", "C", "C", "C", "C", "C", "H", "H", "H", "H", "H", "H", "H", "H", "N", "N", "O", "O"],
  "xyz": [[-1.345, 0.345, 0.289], [0.042, 0.107, 0.287], [0.645, -1.198, 0.475], [2.000, -1.412, 0.278], [2.830, -0.339, -0.053], [2.236, 0.982, -0.322], [0.843, 1.078, -0.048], [-3.853, 0.322, -0.656], [-3.856, -0.530, 0.326], [-1.549, -1.124, -0.758], [0.145, -1.873, 0.766], [2.477, -2.536, 0.236], [3.917, -0.408, -0.409], [2.852, 1.639, -0.551], [-0.277, 2.489, 0.200], [-3.526, -0.521, -0.494], [-2.097, -0.629, -0.390], [-1.897, 1.218, 1.000], [0.412, 2.391, -0.176]],
  "nbo_charge": [0.630, -0.259, -0.124, -0.242, -0.180, -0.198, 0.340, 0.349, 0.336, 0.345, 0.172, 0.227, 0.222, 0.197, 0.452, -0.595, -0.406, -0.633, -0.633]
}


Record 3
{
  "formula": "C7H8N2O2",
  "method": "ωB97M-V with the def2-TZVPD basis set",
  "gap_ha": 0.3265,
  "charge": 0,
  "fmax_ha_per_bohr": 0.1376,
  "smiles": "C#COC(=O)N/C(C)=N/C=C",
  "energy_ha": -531.3752,
  "relative_energy_kcal_mol": 115.4,
  "mol_weight_g_mol": 152.153,
  "e_lumo_ev": 0.435,
  "species": ["C", "C", "C", "C", "C", "C", "C", "N", "N", "O", "O", "H", "H", "H", "H", "H", "H", "H", "H"],
  "xyz": [[-1.689, -2.042, 1.497], [0.428, -0.544, -1.610], [-2.455, -1.622, 0.664], [-3.362, 0.318, -0.287], [0.923, -1.570, -0.912], [-1.011, 0.685, -0.237], [0.035, 1.201, 0.688], [-0.698, -0.008, -1.274], [-2.282, 1.077, 0.106], [-4.479, 0.730, -0.549], [-3.230, -1.052, -0.195], [-1.273, -2.867, 2.150], [0.833, -0.306, -2.659], [0.504, -1.800, 0.017], [1.728, -2.188, -1.259], [1.076, 1.197, 0.309], [-0.081, 0.620, 1.513], [-0.099, 2.335, 0.885], [-2.314, 2.051, 0.496]],
  "nbo_charge": [-0.393, -0.015, 0.321, 0.908, -0.472, 0.473, -0.687, -0.464, -0.667, -0.535, -0.471, 0.266, 0.206, 0.192, 0.201, 0.247, 0.237, 0.210, 0.444]
}


Record 4
{
  "formula": "C7H8N2O3",
  "method": "ωB97M-V with the def2-TZVPD basis set",
  "gap_ha": 0.3457,
  "charge": 0,
  "fmax_ha_per_bohr": 0.1017,
  "smiles": "C/C=[N+](/[O-])O.N#Cc1ccco1",
  "energy_ha": -606.5764,
  "relative_energy_kcal_mol": 134.9,
  "mol_weight_g_mol": 168.152,
  "e_lumo_ev": 0.557,
  "species": ["C", "C", "C", "C", "C", "C", "C", "N", "N", "O", "O", "O", "H", "H", "H", "H", "H", "H", "H", "H"],
  "xyz": [[0.443, -0.289, 2.684], [-0.909, 0.258, 2.624], [1.159, 0.398, 1.715], [-0.848, 1.248, 1.665], [-1.922, 2.067, 1.289], [-0.295, 0.496, -2.461], [-1.151, -0.050, -1.329], [-2.889, 2.637, 1.163], [-0.772, -1.008, -0.574], [-1.249, -1.516, 0.379], [0.535, -1.477, -0.834], [0.341, 1.237, 1.050], [0.924, -1.074, 3.268], [-1.788, -0.065, 2.962], [2.108, 0.369, 1.237], [-0.134, -0.279, -3.277], [0.631, 0.750, -2.058], [-0.887, 1.264, -2.857], [-2.143, 0.327, -1.136], [0.964, -1.948, -0.089]],
  "nbo_charge": [-0.305, -0.183, 0.098, 0.131, 0.234, -0.638, -0.064, -0.281, 0.395, -0.477, -0.612, -0.384, 0.241, 0.230, 0.214, 0.227, 0.230, 0.222, 0.224, 0.498]
}


Record 5
{
  "formula": "C7H8N2O5",
  "method": "ωB97M-V with the def2-TZVPD basis set",
  "gap_ha": 0.3115,
  "charge": 0,
  "fmax_ha_per_bohr": 0.1117,
  "smiles": "C[C@]1([N+](=O)[O-])C(O)=CC=C[C@@H]1[N+](=O)[O-]",
  "energy_ha": -756.9829,
  "relative_energy_kcal_mol": 105.6,
  "mol_weight_g_mol": 200.150,
  "e_lumo_ev": -0.364,
  "species": ["C", "C", "C", "C", "C", "C", "C", "N", "N", "O", "O", "O", "O", "O", "H", "H", "H", "H", "H", "H", "H", "H"],
  "xyz": [[1.942, 0.041, 0.118], [1.681, -1.032, 0.901], [0.782, 0.808, -0.393], [0.383, -1.344, 1.334], [-0.530, 0.077, -0.315], [-0.718, -0.737, 0.856], [-1.752, 0.763, -0.863], [-0.324, -1.009, -1.612], [0.906, 2.149, 0.429], [-0.706, -2.122, -1.424], [0.167, -0.587, -2.624], [1.987, 2.695, 0.469], [-0.118, 2.433, 1.023], [-2.022, -0.900, 1.203], [2.869, 0.292, -0.051], [2.344, -1.581, 1.407], [0.970, 1.157, -1.511], [0.307, -2.078, 2.065], [-2.503, 0.115, -0.732], [-1.548, 1.134, -1.810], [-1.976, 1.501, -0.114], [-2.142, -1.774, 1.644]],
  "nbo_charge": [-0.191, -0.170, -0.175, -0.284, 0.033, 0.314, -0.630, 0.552, 0.553, -0.358, -0.383, -0.358, -0.377, -0.664, 0.217, 0.210, 0.288, 0.211, 0.238, 0.228, 0.247, 0.498]
}


Record 6
{
  "formula": "C7H8N2O5P2",
  "method": "ωB97M-V with the def2-TZVPD basis set",
  "gap_ha": 0.3344,
  "charge": 0,
  "fmax_ha_per_bohr": 0.1244,
  "energy_ha": -1439.8943,
  "mol_weight_g_mol": 262.098,
  "e_lumo_ev": -0.438,
  "species": ["C", "C", "O", "P", "O", "O", "C", "C", "C", "N", "C", "C", "O", "P", "N", "O", "H", "H", "H", "H", "H", "H", "H", "H"],
  "xyz": [[0.559, -3.007, 1.547], [0.523, -1.789, 1.465], [0.286, -0.411, 1.326], [1.511, 0.268, 0.323], [2.410, -0.890, -0.046], [0.896, 0.860, -1.136], [-0.180, 0.044, -1.566], [-1.623, 0.250, -1.200], [-2.647, -0.683, -1.718], [-2.533, -1.824, -2.511], [-1.180, -1.975, -2.812], [-0.002, -1.157, -2.447], [2.471, 1.378, 1.134], [1.626, 2.789, 1.669], [1.089, 2.568, 3.348], [0.144, 2.990, 0.836], [0.525, -4.123, 1.457], [-1.921, 1.112, -0.534], [-3.723, -0.438, -1.425], [-0.957, -2.892, -3.454], [1.026, -1.434, -2.824], [1.873, 2.934, 3.907], [0.259, 3.168, 3.472], [-0.430, 2.264, 1.189]],
  "nbo_charge": [-0.299, 0.286, -0.757, 2.433, -1.063, -0.725, 0.296, -0.308, 0.031, -0.394, 0.033, -0.287, -0.982, 1.417, -1.164, -0.946, 0.265, 0.229, 0.203, 0.205, 0.258, 0.398, 0.397, 0.475]
}


Record 7
{
  "formula": "C7H8N3",
  "method": "ωB97M-V with the def2-TZVPD basis set",
  "gap_ha": [0.2643, 0.2239],
  "charge": 1,
  "fmax_ha_per_bohr": 0.1654,
  "smiles": "C=C/C=N/[n+]1ccccn1",
  "energy_ha": -435.3360,
  "relative_energy_kcal_mol": 111.3,
  "mol_weight_g_mol": 134.162,
  "e_lumo_ev": [-5.598, -6.265],
  "species": ["C", "C", "C", "C", "C", "C", "C", "N", "N", "N", "H", "H", "H", "H", "H", "H", "H", "H"],
  "xyz": [[0.912, -1.686, -2.524], [0.134, -2.487, -1.696], [0.966, -0.328, -2.160], [-0.459, -2.007, -0.551], [-0.531, 2.910, 2.727], [-0.784, 1.692, 2.223], [-0.153, 1.224, 1.138], [0.387, 0.085, -1.082], [-0.666, -0.348, 0.899], [-0.250, -0.718, -0.256], [1.382, -2.266, -3.313], [0.056, -3.469, -2.097], [1.466, 0.348, -2.753], [-0.918, -2.655, 0.094], [-0.477, 3.288, 3.729], [-0.325, 3.750, 2.132], [-1.428, 0.994, 2.903], [0.687, 1.673, 0.587]],
  "nbo_charge": [-0.184, -0.170, 0.076, 0.038, -0.100, -0.348, 0.137, -0.240, -0.238, 0.074, 0.259, 0.252, 0.229, 0.251, 0.227, 0.199, 0.281, 0.254]
}


Record 8
{
  "formula": "C7H8N3",
  "method": "ωB97M-V with the def2-TZVPD basis set",
  "gap_ha": 0.2969,
  "charge": 1,
  "fmax_ha_per_bohr": 0.0945,
  "energy_ha": -435.3677,
  "relative_energy_kcal_mol": 91.4,
  "mol_weight_g_mol": 134.162,
  "e_lumo_ev": -3.998,
  "species": ["C", "C", "C", "C", "C", "C", "C", "N", "N", "N", "H", "H", "H", "H", "H", "H", "H", "H"],
  "xyz": [[1.612, -1.896, 0.166], [0.364, -2.119, -0.348], [2.132, 0.624, 0.278], [0.145, 1.769, -0.412], [1.318, -0.482, 0.395], [-1.248, -0.026, 0.072], [-0.053, -0.720, -0.045], [1.403, 1.647, -0.364], [-2.445, -0.282, -0.410], [-0.862, 1.381, 0.546], [2.545, -2.370, 0.191], [0.078, -2.993, -0.862], [3.192, 0.900, 0.423], [-0.187, 2.618, -0.907], [-2.416, -1.156, -0.751], [-3.327, -0.023, -0.015], [-0.526, 1.092, 1.466], [-1.727, 2.038, 0.577]],
  "nbo_charge": [-0.138, -0.160, -0.055, 0.177, -0.042, 0.352, -0.167, -0.312, -0.778, -0.585, 0.238, 0.242, 0.265, 0.206, 0.406, 0.419, 0.463, 0.467]
}


Record 9
{
  "formula": "C7H8N3OP",
  "method": "ωB97M-V with the def2-TZVPD basis set",
  "gap_ha": 0.3135,
  "charge": 0,
  "fmax_ha_per_bohr": 0.0670,
  "smiles": "O=C1C=CCNc2c1cnn2P",
  "energy_ha": -852.3170,
  "relative_energy_kcal_mol": 0.0,
  "mol_weight_g_mol": 181.135,
  "e_lumo_ev": 0.280,
  "species": ["C", "C", "C", "C", "C", "C", "C", "N", "N", "N", "O", "P", "H", "H", "H", "H", "H", "H", "H", "H"],
  "xyz": [[0.632, 2.333, -0.315], [-0.307, 1.284, -0.198], [0.539, 0.164, -0.187], [-2.466, -0.051, -0.544], [-2.063, -1.296, -0.296], [-1.772, 1.229, -0.069], [-0.836, -1.790, 0.324], [1.891, 1.945, -0.307], [1.829, 0.564, -0.226], [0.410, -1.145, -0.084], [-2.413, 2.202, 0.254], [3.314, -0.315, -0.111], [0.347, 3.395, -0.087], [-3.425, 0.194, -0.884], [-2.626, -2.153, -0.526], [-0.809, -1.709, 1.422], [-0.575, -2.880, 0.105], [1.233, -1.681, 0.174], [3.019, -0.944, 1.179], [4.076, 0.654, 0.378]],
  "nbo_charge": [0.024, -0.354, 0.413, -0.247, -0.175, 0.534, -0.251, -0.296, -0.475, -0.581, -0.540, 0.529, 0.227, 0.229, 0.214, 0.200, 0.211, 0.394, -0.049, -0.008]
}


Record 10
{
  "formula": "C7H8N4S",
  "method": "ωB97M-V with the def2-TZVPD basis set",
  "gap_ha": 0.3020,
  "charge": 0,
  "fmax_ha_per_bohr": 0.0949,
  "smiles": "[H]/N=N/N(C(N)=S)c1ccccc1",
  "energy_ha": -888.6455,
  "relative_energy_kcal_mol": 60.8,
  "mol_weight_g_mol": 180.236,
  "e_lumo_ev": 0.060,
  "species": ["C", "C", "C", "C", "C", "C", "C", "N", "N", "N", "N", "S", "H", "H", "H", "H", "H", "H", "H", "H"],
  "xyz": [[0.712, 2.727, -1.584], [1.020, 2.523, -0.266], [0.059, 1.659, -2.238], [0.764, 1.321, 0.363], [-0.195, 0.414, -1.609], [0.123, 0.280, -0.245], [-0.846, -1.007, 1.626], [0.128, -3.244, 0.058], [0.241, -2.029, -0.301], [-0.984, -2.104, 2.399], [-0.104, -1.014, 0.473], [-1.755, 0.284, 2.135], [0.991, 3.658, -1.949], [1.485, 3.214, 0.251], [-0.193, 1.754, -3.186], [1.120, 1.229, 1.480], [-0.600, -0.433, -1.987], [0.384, -3.888, -0.653], [-0.572, -3.035, 2.260], [-1.777, -2.312, 2.974]],
  "nbo_charge": [-0.197, -0.197, -0.186, -0.196, -0.207, 0.164, 0.254, -0.453, 0.038, -0.776, -0.285, -0.194, 0.216, 0.200, 0.199, 0.229, 0.220, 0.345, 0.413, 0.414]
}


Record 11
{
  "formula": "C7H8N5",
  "method": "ωB97M-V with the def2-TZVPD basis set",
  "gap_ha": [0.2656, 0.2657],
  "charge": 1,
  "fmax_ha_per_bohr": 0.1035,
  "energy_ha": -544.8176,
  "relative_energy_kcal_mol": 131.6,
  "mol_weight_g_mol": 162.176,
  "e_lumo_ev": [-5.818, -5.816],
  "species": ["C", "C", "C", "C", "C", "C", "C", "N", "N", "N", "N", "N", "H", "H", "H", "H", "H", "H", "H", "H"],
  "xyz": [[0.475, 2.962, -0.714], [-0.345, 2.334, -1.713], [0.803, 2.302, 0.455], [-0.694, 0.980, -1.542], [0.383, 0.900, 0.684], [-0.287, 0.444, -0.338], [-0.935, -1.705, 0.205], [-2.070, -1.838, -1.909], [1.415, -3.155, 2.126], [0.434, -2.497, 1.824], [-1.489, -1.979, -0.949], [0.370, -2.211, 0.546], [1.004, 3.892, -1.052], [-0.583, 2.948, -2.582], [1.427, 2.759, 1.290], [-1.501, 0.462, -1.997], [0.470, 0.277, 1.601], [-1.602, -1.474, 0.999], [1.620, -2.996, 3.104], [1.104, -2.406, -0.038]],
  "nbo_charge": [-0.215, -0.127, -0.143, -0.349, -0.341, 0.304, 0.008, 0.233, -0.386, 0.005, 0.063, -0.423, 0.261, 0.254, 0.262, 0.250, 0.280, 0.298, 0.353, 0.412]
}


Record 12
{
  "formula": "C7H8NO5S",
  "method": "ωB97M-V with the def2-TZVPD basis set",
  "gap_ha": 0.2879,
  "charge": -1,
  "fmax_ha_per_bohr": 0.0617,
  "smiles": "CN1CC=CC(C(=O)O)=C1S(=O)(=O)[O-]",
  "energy_ha": -1100.7183,
  "relative_energy_kcal_mol": 23.7,
  "mol_weight_g_mol": 218.210,
  "e_lumo_ev": 3.326,
  "species": ["C", "C", "C", "C", "C", "C", "C", "N", "O", "O", "O", "O", "O", "S", "H", "H", "H", "H", "H", "H", "H", "H"],
  "xyz": [[-0.507, 2.069, 0.035], [-1.731, 1.610, 0.201], [0.618, 1.162, -0.234], [0.314, -0.140, -0.194], [1.960, 1.822, -0.116], [-2.140, 0.185, -0.095], [-1.119, -1.999, 0.501], [-0.970, -0.635, 0.015], [3.046, 1.068, -0.335], [2.374, -1.101, -1.533], [2.137, 2.963, 0.318], [1.023, -2.821, -0.501], [2.253, -1.425, 1.012], [1.672, -1.516, -0.323], [-0.321, 3.124, 0.186], [-2.561, 2.427, 0.291], [-2.874, -0.155, 0.711], [-2.688, 0.266, -1.025], [-2.095, -2.148, 0.932], [-1.119, -2.754, -0.203], [-0.309, -2.169, 1.168], [3.035, 0.169, -0.812]],
  "nbo_charge": [-0.178, -0.227, -0.357, 0.079, 0.802, -0.227, -0.385, -0.430, -0.725, -0.984, -0.646, -1.002, -0.976, 2.363, 0.232, 0.187, 0.181, 0.170, 0.172, 0.209, 0.225, 0.516]
}


Record 13
{
  "formula": "C7H8NS",
  "method": "ωB97M-V with the def2-TZVPD basis set",
  "gap_ha": [0.2503, 0.2658],
  "charge": 1,
  "multiplicity": 3,
  "fmax_ha_per_bohr": 0.0936,
  "s2": 2.02,
  "energy_ha": -724.0317,
  "relative_energy_kcal_mol": 0.0,
  "mol_weight_g_mol": 138.215,
  "e_lumo_ev": [-4.037, -7.328],
  "species": ["C", "C", "C", "C", "C", "C", "C", "N", "S", "H", "H", "H", "H", "H", "H", "H", "H"],
  "xyz": [[-2.690, -0.181, -0.154], [-2.379, 1.098, 0.260], [-1.616, -1.051, -0.339], [-1.060, 1.516, 0.173], [-0.301, -0.600, -0.442], [3.234, -0.563, 0.573], [2.513, -0.159, -0.444], [-0.142, 0.692, -0.161], [1.610, 1.344, -0.409], [-3.654, -0.654, -0.080], [-3.119, 1.699, 0.724], [-1.913, -2.062, -0.375], [-0.747, 2.480, 0.349], [0.681, -1.120, -0.494], [3.800, -1.601, 0.622], [3.270, -0.158, 1.500], [2.514, -0.682, -1.303]],
  "nbo_charge": [-0.104, -0.191, -0.194, 0.066, 0.034, -0.310, -0.512, -0.452, 0.749, 0.252, 0.251, 0.245, 0.221, 0.250, 0.244, 0.206, 0.243]
}